C31H37F3N9O2STi | wB97M-V/def2-TZVPD

Energy above the lowest of the compared OMol25 structures with the same formula, charge and spin in eV: 0.000
Multiplicity: 1
Net charge: -1
LUMO level in eV: 2.5

Geometry as XYZ:
```
84
Properties=species:S:1:pos:R:3:forces:R:3:lowdin_charge:R:1
Ti -0.559255 0.806187 1.048921 -0.1 0.2 0.4 1.0706
N -1.552180 -3.471858 0.514388 0.0 -0.1 0.0 0.1359
C -1.051165 -2.321664 0.992307 0.1 0.1 0.1 -0.1182
N -1.401221 -1.152502 0.572534 0.0 -0.1 -0.1 0.0681
C -2.403029 -1.064367 -0.410177 -0.2 0.1 -0.1 -0.3032
N -2.935738 0.083334 -0.618297 0.1 0.2 0.0 0.1094
N -2.351378 1.042552 0.166706 -0.1 -0.3 0.0 -0.1749
C -3.117901 2.148761 0.442951 0.1 0.1 0.0 -0.1535
C -2.624430 2.886378 1.475051 -0.1 -0.1 -0.1 -0.3090
C -3.169513 4.117007 1.982738 0.0 0.0 0.0 -0.0625
C -2.614285 4.716382 3.055315 0.0 0.0 0.0 -0.1158
C -1.474275 4.108721 3.687727 0.0 0.0 0.0 -0.1033
C -0.968212 2.966725 3.164311 0.0 0.0 0.0 -0.1668
N -1.474239 2.335625 2.061138 -0.1 0.2 0.0 -0.0547
C -2.820129 -2.272598 -1.113219 0.1 0.0 0.1 -0.1101
C -3.639196 -2.265661 -2.240071 0.0 0.0 0.0 -0.0350
C -3.974686 -3.451698 -2.868903 0.0 0.0 0.0 -0.0918
C -3.487300 -4.662591 -2.382849 0.0 0.0 0.0 -0.0941
C -2.675424 -4.686890 -1.262717 0.0 0.0 0.0 -0.0226
C -2.351322 -3.493381 -0.630109 0.0 0.0 0.0 -0.1830
H -1.091433 -4.322174 0.791123 0.0 0.0 0.0 0.1530
H -0.347136 -2.399070 1.812907 0.0 0.0 0.0 0.1083
H -4.025291 2.347888 -0.109550 0.0 0.0 0.0 0.1061
H -4.033523 4.535116 1.480529 0.0 0.0 0.0 0.1022
H -3.023769 5.641281 3.443135 0.0 0.0 0.0 0.0878
H -1.024355 4.538988 4.571238 0.0 0.0 0.0 0.0836
H -0.115510 2.481951 3.621587 0.0 0.0 0.0 0.0897
H -3.996772 -1.312814 -2.607446 0.0 0.0 0.0 0.1130
H -4.610596 -3.435794 -3.744407 0.0 0.0 0.0 0.0974
H -3.738290 -5.590289 -2.880526 0.0 0.0 0.0 0.0974
H -2.286905 -5.623259 -0.880440 0.0 0.0 0.0 0.1105
N -0.321163 -1.222738 -2.897873 0.0 -0.1 0.0 0.0305
C 0.760037 -1.639462 -3.788939 0.0 0.1 0.0 -0.2817
C 1.242583 -3.049377 -3.464649 0.0 0.0 0.0 -0.2134
C 2.039846 -3.166574 -2.170875 0.0 0.0 0.0 -0.2877
N 1.203672 -3.061474 -0.974907 0.0 0.0 0.1 0.0203
H -1.140032 -1.801316 -3.050906 0.0 0.0 0.0 0.0563
H -0.591159 -0.261597 -3.066989 0.0 0.0 0.0 0.0557
H 1.592353 -0.941813 -3.651365 0.0 0.0 0.0 0.1104
H 0.476490 -1.593548 -4.850654 0.0 0.0 0.0 0.0974
H 1.877613 -3.384621 -4.290462 0.0 0.0 0.0 0.1010
H 0.382518 -3.728222 -3.418251 0.0 0.0 0.0 0.1042
H 2.840583 -2.411513 -2.187035 0.0 0.0 0.0 0.1113
H 2.528033 -4.145213 -2.149697 0.0 0.0 0.0 0.1014
H 0.850805 -2.106920 -0.911887 0.0 0.0 -0.1 0.0322
H 1.811710 -3.161519 -0.167131 0.0 0.0 0.0 0.0462
F 0.373046 0.463141 5.818845 0.0 0.0 0.0 0.1356
C 1.160630 -0.109601 4.883913 0.0 0.0 0.0 -0.5339
F 1.970926 -0.963039 5.514524 0.0 0.0 0.0 0.1471
F 1.932254 0.871731 4.374311 0.0 0.0 0.0 0.1287
C 0.285684 -0.799464 3.800158 0.0 -0.1 -0.1 -0.5568
O 0.075972 -1.998244 3.929583 0.0 0.0 0.0 0.0499
O -0.129951 -0.007913 2.913962 0.0 0.1 0.0 -0.0789
N 1.311296 2.063027 1.420194 0.0 0.0 0.2 0.0522
C 1.572825 1.361795 0.153224 0.3 -0.1 -0.2 -0.7861
N 1.357823 -0.021676 0.487897 0.1 -0.1 0.0 -0.0573
C 2.497444 -0.575168 0.994219 0.0 0.1 0.0 -0.3355
C 2.596206 -1.731298 1.775048 0.0 0.0 0.0 -0.0583
C 3.842160 -2.221860 2.155702 0.0 0.0 0.0 -0.1080
C 5.012588 -1.580319 1.781221 0.0 0.0 0.0 -0.1300
C 4.936806 -0.414361 1.016363 0.0 0.0 0.0 -0.1227
C 3.706872 0.077730 0.635916 0.0 0.1 0.0 -0.4969
S 3.396725 1.495912 -0.364424 -0.1 -0.1 0.0 0.9528
H 1.932809 1.754039 2.160748 0.0 0.0 0.0 0.0928
H 1.296460 3.072959 1.362312 0.0 0.0 0.0 0.0787
H 1.700434 -2.237318 2.110051 0.0 0.0 0.0 0.0813
H 3.888484 -3.111559 2.772917 0.0 0.0 0.0 0.0960
H 5.975107 -1.966188 2.091477 0.0 0.0 0.0 0.0842
H 5.839550 0.108345 0.722499 0.0 0.0 0.0 0.0943
C 0.170326 4.250647 -0.461530 0.0 0.0 0.0 -0.0468
C 0.239111 3.047693 -1.410113 0.0 0.0 0.0 -0.5860
C 1.392453 3.287276 -2.397107 0.0 0.0 0.0 -0.0760
C -1.063542 3.001740 -2.216286 0.0 0.0 0.0 -0.0572
C 0.412687 1.691460 -0.717943 -0.1 0.0 -0.1 -0.2011
H -0.116874 5.146423 -1.020101 0.0 0.0 0.0 0.0850
H 1.144661 4.467658 -0.012057 0.0 0.0 0.0 0.0782
H -0.563698 4.097739 0.330571 0.0 0.0 0.0 0.0709
H 1.226380 4.210950 -2.961317 0.0 0.0 0.0 0.0783
H 1.474805 2.460314 -3.107072 0.0 0.0 0.0 0.0818
H 2.351335 3.380625 -1.884236 0.0 0.0 0.0 0.0344
H -1.139370 3.881172 -2.863900 0.0 0.0 0.0 0.0795
H -1.930949 2.976077 -1.559798 0.0 0.0 0.0 0.0576
H -1.094985 2.112545 -2.852935 0.0 0.0 0.0 0.0727
H 0.350075 0.902631 -1.471107 0.0 0.0 0.0 0.0810
```
Positions in Å, forces in eV/Å.



C31H37N4O2SV | wB97M-V/def2-TZVPD

Energy above the lowest of the compared OMol25 structures with the same formula, charge and spin in eV: 0.744
Multiplicity: 4
Net charge: +1
LUMO level (alpha / beta) in eV: -2.2 / -2.2

Geometry as XYZ:
```
76
Properties=species:S:1:pos:R:3:forces:R:3:mulliken_spin:R:1
V -1.111957 -0.095097 -0.267630 3.0 -1.9 0.5 2.8460
C 0.509743 1.843503 -0.406430 0.8 0.2 -0.1 -0.0070
N -0.690257 1.658603 -1.219630 0.1 1.4 -0.8 -0.0347
C -0.352557 1.752103 -2.638530 0.2 -0.1 -0.5 0.0920
C -1.647657 2.660503 -0.785330 -0.6 0.4 0.4 0.1122
C -1.554057 3.995703 -1.125830 0.0 -0.1 0.0 -0.0125
C -2.435557 4.911803 -0.572830 0.0 0.1 0.0 0.0124
C -3.386557 4.480703 0.337270 0.1 0.1 -0.1 -0.0043
C -3.505057 3.145803 0.664370 0.1 -0.2 0.1 0.0050
C -2.649457 2.193203 0.093070 -0.1 0.7 -0.5 -0.0282
N -2.669057 0.835703 0.226470 -1.3 1.0 1.3 -0.1228
C -3.814657 0.085903 0.249770 -0.6 -0.4 -0.2 0.0495
C -5.036557 0.365103 0.873970 0.3 0.0 0.0 0.0039
C -6.124357 -0.463397 0.681070 0.0 -0.1 0.0 -0.0041
C -6.031457 -1.587397 -0.122230 0.0 0.0 0.0 0.0103
C -4.821057 -1.901397 -0.721930 0.0 -0.1 0.1 -0.0113
C -3.723857 -1.086597 -0.527430 -0.7 0.2 0.4 0.0456
N -2.466657 -1.262897 -1.231130 -0.9 -0.9 -0.5 -0.1036
C -2.007257 -2.649297 -1.221530 0.1 -0.6 0.0 0.0657
C -2.644957 -0.798997 -2.607730 0.0 0.2 -0.5 0.0775
H 0.883643 2.876703 -0.459330 -0.2 -0.2 0.2 0.0039
H 1.287543 1.165103 -0.761230 -0.1 0.1 0.2 -0.0176
H 0.249343 1.622503 0.641170 0.2 0.1 0.1 0.0100
H 0.322543 2.589603 -2.848930 -0.1 0.0 0.0 0.0068
H -1.263357 1.877503 -3.222530 0.1 0.0 0.0 0.0078
H 0.151843 0.833903 -2.950730 0.0 0.1 0.0 -0.0195
H -0.800857 4.332503 -1.823630 0.1 0.0 -0.1 0.0004
H -2.362457 5.955703 -0.828430 0.0 0.1 -0.1 0.0007
H -4.039857 5.197803 0.810670 -0.1 0.1 0.0 -0.0005
H -4.238557 2.860003 1.395570 -0.1 -0.1 0.0 0.0028
H -5.139257 1.217703 1.521370 0.0 0.0 0.0 0.0021
H -7.054957 -0.226397 1.172670 -0.1 0.0 0.0 -0.0004
H -6.895257 -2.209697 -0.289030 -0.1 -0.1 0.0 0.0009
H -4.755257 -2.774297 -1.353330 0.0 -0.1 -0.1 0.0000
H -2.591657 -3.295297 -1.887830 0.0 0.1 0.0 0.0077
H -2.081157 -3.034697 -0.203930 0.1 0.0 -0.2 -0.0011
H -0.961057 -2.666197 -1.541230 -0.1 -0.1 0.0 -0.0199
H -3.322857 -1.456697 -3.165430 0.0 0.0 0.1 0.0109
H -1.679157 -0.779197 -3.115830 0.0 0.0 0.0 -0.0044
H -3.077957 0.202203 -2.585830 0.1 0.0 0.0 -0.0026
C 1.353643 -2.553297 3.885570 0.3 -0.3 0.1 -0.0008
N 0.364243 -1.806797 3.157670 -0.4 0.0 -0.7 0.0085
C -0.097757 -0.586297 3.774370 -0.3 0.3 0.0 -0.0011
C -0.058857 -2.145697 1.933170 0.4 -0.3 0.7 0.0164
O -0.883957 -1.511597 1.282470 -0.2 0.2 0.1 0.0028
H 2.266543 -1.961497 3.993270 0.0 -0.1 0.0 0.0003
H 1.585343 -3.475897 3.360870 0.1 -0.1 0.0 0.0006
H 0.986043 -2.801997 4.882370 0.0 0.0 0.0 0.0000
H 0.737343 0.104803 3.907870 0.0 0.0 0.0 0.0033
H -0.531157 -0.806197 4.749570 0.0 0.0 0.0 0.0002
H -0.860057 -0.132897 3.136670 0.1 0.0 0.2 0.0089
H 0.386243 -3.075597 1.546870 0.0 0.0 0.1 -0.0022
O 1.112243 -1.025097 -0.661630 -0.9 0.1 0.1 -0.0320
S 2.398243 -1.774097 -0.620830 1.3 0.8 -0.1 -0.0113
C 3.270643 -1.261197 0.887670 -0.3 -0.3 -0.1 0.0043
C 2.772443 -0.256197 1.692870 -0.3 -0.1 -0.1 0.0031
C 3.525643 0.191903 2.766470 0.1 0.1 0.0 0.0033
C 4.767743 -0.368997 3.017670 0.0 0.1 0.1 -0.0001
C 5.243043 -1.405997 2.227470 0.0 0.0 0.0 0.0001
C 4.491243 -1.855797 1.157070 -0.1 -0.1 0.0 -0.0012
C 3.529843 -0.828997 -1.701530 -0.3 -0.6 0.0 0.0018
C 3.905843 0.474703 -1.421130 0.0 0.2 0.1 0.0001
C 4.720343 1.150103 -2.314630 -0.1 0.0 0.1 0.0003
C 5.175943 0.514303 -3.458830 0.0 -0.1 -0.1 -0.0003
C 4.804943 -0.793597 -3.726830 0.0 0.1 -0.1 0.0004
C 3.968343 -1.465197 -2.850130 -0.1 -0.1 0.1 0.0014
H 1.802343 0.164703 1.472570 -0.1 0.1 0.0 0.0146
H 3.152643 0.993703 3.389070 0.0 0.0 0.0 0.0001
H 5.372943 0.010903 3.825770 0.0 0.0 0.1 0.0000
H 6.204043 -1.847997 2.438370 0.1 -0.1 0.0 0.0000
H 4.848243 -2.649397 0.520570 0.2 -0.2 -0.1 0.0000
H 3.582343 0.957403 -0.509430 0.0 0.0 0.0 -0.0012
H 5.000643 2.174203 -2.119130 0.1 0.1 0.1 0.0000
H 5.820643 1.046103 -4.140530 0.1 0.0 -0.1 0.0000
H 5.155643 -1.283197 -4.622130 0.0 -0.1 -0.1 0.0000
H 3.658343 -2.481597 -3.041530 0.0 -0.1 -0.1 -0.0001
```
Positions in Å, forces in eV/Å.



C31H37N8O3PPtSbSe4 | wB97M-V/def2-TZVPD

Energy above the lowest of the compared OMol25 structures with the same formula, charge and spin in eV: 2.662
Multiplicity: 1
Net charge: -1
LUMO level (alpha / beta) in eV: 0.5 / 0.5

Geometry as XYZ:
```
86
Properties=species:S:1:pos:R:3:forces:R:3:lowdin_charge:R:1
Pt 0.833667 -0.223792 -1.622255 -0.8 -1.9 0.2 0.6355
C -1.882815 2.896340 -3.193043 0.0 0.1 0.1 -0.0296
C -0.650733 2.400952 -2.464086 0.8 0.7 -0.4 -0.5317
O -0.811523 1.647894 -1.481657 -0.5 -0.2 0.4 -0.1480
C 0.610012 2.838363 -2.936961 -0.9 -0.4 -0.4 -0.0791
C 1.882291 2.420634 -2.514469 0.7 -0.4 0.5 -0.3718
C 3.061726 3.251073 -2.949430 -0.1 0.1 0.1 -0.0423
N 2.156327 1.348099 -1.773484 -0.8 0.2 -0.2 -0.2022
N 3.434801 1.280620 -1.331475 1.9 -0.5 0.2 0.0234
C 3.958531 0.126099 -0.909042 -1.3 1.2 -0.6 -0.4845
O 3.338228 -0.955009 -0.717772 0.1 -0.9 0.0 -0.2510
C 5.431446 0.211608 -0.684253 0.1 0.2 0.3 -0.1392
C 6.207491 -0.940722 -0.710943 -0.1 -0.1 0.0 -0.0389
C 7.584225 -0.860202 -0.560370 0.1 0.0 0.1 -0.0891
C 8.196437 0.366417 -0.353817 0.1 0.0 -0.1 -0.1147
C 7.423716 1.520396 -0.308821 0.0 0.0 0.0 -0.1050
C 6.051180 1.444770 -0.473462 0.1 -0.1 0.0 -0.0433
H -2.193063 2.146162 -3.924419 0.0 0.0 0.0 0.0752
H -1.685928 3.829623 -3.718765 -0.1 0.0 0.0 0.0694
H -2.701306 3.030565 -2.485703 0.0 0.0 0.0 0.0752
H 0.600953 3.604382 -3.699486 0.0 0.0 0.0 0.0836
H 2.758240 4.014324 -3.663494 -0.1 0.0 0.0 0.0673
H 3.819083 2.605594 -3.393179 0.0 0.0 0.1 0.0835
H 3.520275 3.722561 -2.079780 0.1 0.0 -0.1 0.0760
H 5.735298 -1.901637 -0.868358 -0.1 0.1 0.0 0.0571
H 8.181018 -1.762476 -0.604854 0.0 0.0 0.0 0.0971
H 9.271485 0.433201 -0.236854 0.0 0.0 0.0 0.0896
H 7.890522 2.484589 -0.146503 0.0 0.0 0.0 0.0909
H 5.443832 2.337432 -0.437514 0.0 0.0 -0.1 0.0955
C -5.254758 -0.813483 2.887007 0.1 0.0 0.0 -0.0544
C -4.076632 -0.049255 3.426766 0.0 0.0 0.0 -0.2763
C -3.305477 0.761165 2.604304 0.0 0.0 0.1 -0.0341
C -2.208852 1.456409 3.091285 0.0 0.1 0.0 -0.0139
C -1.845663 1.342428 4.429066 -0.2 0.0 -0.1 -0.2557
N -0.753879 2.024026 5.007834 -0.1 -0.2 0.1 0.1323
C 0.312567 2.698392 4.458813 0.1 0.1 0.0 -0.5286
O 0.873431 3.585211 5.077187 -0.1 0.0 0.0 0.0611
N 0.719725 2.348557 3.187509 0.0 0.1 -0.1 0.1423
C 0.697939 1.087125 2.571697 0.1 -0.4 0.1 -0.2229
C 0.545447 -0.105056 3.273799 0.2 0.0 0.0 0.0057
C 0.542624 -1.295367 2.570538 0.0 0.2 0.0 -0.0134
C 0.669184 -1.268984 1.195017 0.1 -0.2 0.2 -0.1825
N 0.815222 -0.124539 0.525417 0.0 -0.1 -0.1 -0.0732
C 0.849642 1.021774 1.191791 -0.1 0.4 0.0 -0.0447
C -2.628610 0.550087 5.267040 0.1 0.0 0.0 -0.0288
C -3.725358 -0.132188 4.771625 0.0 0.0 -0.1 -0.0474
H -5.502688 -0.484433 1.879101 0.0 0.0 0.0 0.0696
H -6.127551 -0.685998 3.528894 0.0 0.0 0.0 0.0757
H -5.028474 -1.881282 2.844920 0.0 0.0 0.0 0.0763
H -3.568546 0.856158 1.557639 0.0 0.0 0.0 0.1036
H -1.654369 2.098452 2.422816 0.0 0.0 0.0 0.1160
H -0.852561 2.226991 5.989486 0.1 0.1 0.0 0.1467
H 1.348760 3.024789 2.783136 0.1 0.0 0.1 0.1576
H 0.454663 -0.103458 4.350116 0.0 0.0 0.0 0.1204
H 0.445293 -2.245115 3.076707 0.0 0.0 0.0 0.1170
H 0.691503 -2.197407 0.634812 0.1 0.0 -0.1 -0.0330
H 0.986074 1.923767 0.605585 -0.1 -0.1 -0.1 0.1243
H -2.373151 0.470690 6.317786 0.0 0.0 0.0 0.1105
H -4.320751 -0.741051 5.441882 0.0 0.0 0.0 0.1120
C -3.741550 -2.595616 -0.174126 0.0 0.1 0.0 -0.2002
N -3.664918 -1.169736 -0.484203 0.0 -0.1 0.1 -0.1414
C -4.158903 -0.955282 -1.843474 -0.1 0.0 0.0 -0.1868
N -3.505723 -1.777762 -2.851060 -0.1 0.0 -0.1 -0.1443
C -3.583074 -3.180933 -2.460730 0.0 0.1 0.0 -0.1831
N -3.039395 -3.434291 -1.131873 -0.1 -0.1 0.0 -0.1437
C -1.588780 -3.267268 -1.085501 0.3 -0.1 0.1 -0.3330
P -1.107680 -1.512302 -1.506102 -0.4 0.2 -0.2 0.8514
C -2.291383 -0.693442 -0.330298 0.1 0.1 0.0 -0.3087
C -2.118973 -1.365688 -3.048497 0.0 0.2 -0.1 -0.3627
H -4.797003 -2.884791 -0.177762 0.0 0.0 0.0 0.1241
H -3.329614 -2.756604 0.825506 0.0 0.0 0.0 0.1253
H -4.019363 0.095000 -2.109600 0.0 0.0 0.0 0.1281
H -5.229908 -1.180869 -1.849493 0.0 0.0 0.0 0.1241
H -3.041938 -3.782116 -3.193371 0.0 0.0 0.0 0.1292
H -4.637091 -3.474036 -2.452197 0.0 0.0 0.0 0.1242
H -1.126166 -3.945385 -1.803212 0.1 0.0 0.1 0.0248
H -1.221859 -3.532057 -0.092137 0.0 0.0 -0.1 0.0516
H -2.252617 0.382902 -0.498202 0.1 0.0 0.0 0.0692
H -1.968361 -0.902373 0.694783 0.0 0.1 0.0 0.0793
H -1.659327 -1.969035 -3.831348 0.0 0.1 0.1 -0.0044
H -2.088644 -0.323796 -3.373984 0.0 0.0 0.0 0.0650
Se 1.668487 -4.328588 -0.379529 0.1 0.7 -0.7 -0.0386
Sb 2.241427 -2.821909 -2.278021 1.3 -0.7 0.8 0.0929
Se 0.974002 -0.484951 -3.981546 -0.2 -1.9 -0.5 0.2675
Se 0.606703 -3.482265 -4.139889 0.4 2.5 0.2 0.0724
Se 4.491487 -3.323062 -3.169456 -1.1 0.5 0.2 -0.0934
```
Positions in Å, forces in eV/Å.



Which of these has the highest multiplicity?
C31H37N4O2SV